[1]
16
Properties=species:S:1:pos:R:3:forces:R:3:mulliken_charge:R:1 method="wB97M-V/def2-TZVPD" charge=-1 e_lumo_ev=4.22 orbital_gap_ev=7.33 relative_energy_ev=3.885
C -1.994 -0.225 2.933 0.8 0.2 0.1 -0.777
C 1.820 0.767 -1.066 0.8 -1.2 0.4 -0.266
N 2.615 -0.265 -0.765 -0.1 0.2 -0.2 -0.603
C 0.812 -0.402 -0.663 -0.1 -0.3 0.5 -0.561
C -0.709 0.326 -0.938 -0.1 0.8 -0.7 -0.523
O -1.596 -0.315 -0.283 -0.5 -0.5 0.4 -0.768
H -2.991 -0.630 3.055 -0.2 -0.1 -0.1 0.224
H -1.296 -0.698 3.626 -0.1 -0.3 0.1 0.250
H -1.611 -0.334 1.912 -0.4 0.0 0.0 0.120
H 1.598 0.975 -2.119 -0.2 0.7 -0.2 0.245
H 1.743 1.594 -0.347 -0.4 0.3 -0.2 0.286
H -1.983 0.828 3.202 -0.2 0.2 -0.1 0.215
H 0.720 -0.641 0.384 0.2 0.2 0.1 0.302
H 0.761 -1.289 -1.277 0.1 0.1 -0.1 0.318
H -0.569 1.409 -0.672 0.2 -0.2 0.0 0.234
H -0.798 0.292 -2.054 0.2 0.0 0.0 0.306



[2]
61
Properties=species:S:1:pos:R:3:forces:R:3:mulliken_charge:R:1 method="wB97M-V/def2-TZVPD" charge=0 e_lumo_ev=0.85 orbital_gap_ev=10.25 relative_energy_ev=0.082
C 2.855 8.500 4.126 -0.2 -0.1 0.0 -1.280
C 2.073 7.218 3.871 0.4 0.0 -0.1 -0.291
C 2.961 6.111 3.308 -0.5 0.0 0.1 -0.625
C 2.186 4.820 3.058 0.5 0.1 -0.1 -0.706
C 3.078 3.711 2.506 -0.5 -0.1 0.1 -0.832
C 2.307 2.414 2.276 0.5 0.0 -0.1 -0.416
C 3.208 1.309 1.727 -0.3 -0.1 0.1 -0.686
C 2.523 -0.056 1.656 0.0 0.1 -0.1 -1.098
C 1.307 -0.130 0.730 0.3 -0.1 -0.1 -0.332
C 1.649 0.125 -0.736 -0.4 0.1 0.1 -0.416
C 0.448 -0.032 -1.671 0.3 -0.2 0.1 -0.911
C -0.025 -1.477 -1.815 -0.2 0.4 -0.2 -0.249
C -1.137 -1.602 -2.855 0.2 -0.3 0.1 -0.838
C -1.645 -3.037 -3.015 -0.2 0.3 0.2 -0.813
C -2.609 -3.431 -1.889 0.5 -0.5 -0.3 -0.210
O -3.761 -2.625 -1.891 -0.4 0.3 0.2 -0.677
C -2.973 -4.940 -1.915 -0.2 0.6 -0.4 -0.384
O -3.124 -5.430 -0.596 -0.1 -0.2 0.5 -0.685
C -4.251 -5.232 -2.732 0.1 -0.5 0.3 0.171
N -4.182 -4.567 -4.027 -0.1 0.0 -0.2 -0.588
C -4.469 -6.756 -2.852 0.0 0.3 -0.2 -0.777
O -4.802 -7.365 -1.637 0.0 -0.2 0.5 -0.564
H 3.298 8.867 3.202 0.1 0.1 -0.1 0.321
H 3.656 8.323 4.840 0.1 0.0 0.1 0.321
H 2.204 9.275 4.525 0.0 0.1 0.0 0.385
H 1.261 7.421 3.168 -0.1 0.0 0.0 0.319
H 1.622 6.877 4.806 -0.1 0.0 0.0 0.318
H 3.409 6.451 2.371 0.1 0.0 0.0 0.330
H 3.775 5.913 4.009 0.1 0.0 0.0 0.328
H 1.375 5.017 2.352 -0.1 0.0 0.0 0.317
H 1.733 4.485 3.994 -0.1 0.0 0.0 0.335
H 3.523 4.040 1.564 0.1 0.0 0.0 0.336
H 3.896 3.526 3.208 0.1 0.0 0.0 0.339
H 1.868 2.084 3.221 -0.1 0.0 0.0 0.283
H 1.490 2.607 1.579 -0.1 0.0 0.0 0.273
H 3.573 1.595 0.739 0.1 0.0 0.0 0.264
H 4.081 1.215 2.379 0.1 0.0 0.0 0.457
H 2.207 -0.338 2.664 0.1 -0.1 0.0 0.383
H 3.258 -0.795 1.324 0.0 -0.1 0.1 0.392
H 0.875 -1.127 0.830 -0.1 0.0 0.0 0.304
H 0.551 0.587 1.055 -0.1 0.0 0.0 0.220
H 2.034 1.141 -0.842 0.1 0.0 0.0 0.309
H 2.439 -0.563 -1.047 0.1 0.0 0.0 0.291
H 0.725 0.343 -2.659 -0.1 0.0 0.0 0.343
H -0.377 0.583 -1.305 -0.1 0.1 0.0 0.341
H -0.388 -1.841 -0.854 0.0 -0.1 0.1 0.104
H 0.819 -2.104 -2.113 0.1 -0.1 0.0 0.233
H -1.975 -0.964 -2.571 0.0 0.1 -0.1 0.375
H -0.759 -1.250 -3.818 0.0 0.1 0.0 0.379
H -2.179 -3.128 -3.962 0.1 -0.1 0.0 0.431
H -0.800 -3.727 -3.025 0.1 -0.1 -0.1 0.426
H -2.127 -3.242 -0.922 0.0 -0.1 -0.1 0.594
H -4.154 -2.702 -2.772 0.0 -0.1 0.0 0.466
H -2.133 -5.505 -2.333 0.0 0.0 0.0 0.407
H -3.743 -4.847 -0.137 0.0 0.0 0.0 0.376
H -5.105 -4.811 -2.186 0.1 -0.1 0.0 0.333
H -3.465 -5.007 -4.596 0.0 0.1 -0.1 0.236
H -5.064 -4.682 -4.517 0.1 0.0 0.0 0.275
H -3.563 -7.213 -3.285 -0.1 0.1 -0.1 0.313
H -5.307 -6.951 -3.530 0.1 0.1 0.0 0.339
H -4.145 -7.079 -0.982 -0.2 0.0 -0.1 0.411



[3]
42
Properties=species:S:1:pos:R:3:forces:R:3:mulliken_charge:R:1 method="wB97M-V/def2-TZVPD" charge=0 e_lumo_ev=0.40 orbital_gap_ev=9.75
O -0.506 2.449 -2.300 -0.7 -0.6 0.3 -0.657
S -0.947 1.229 -1.651 -0.2 -0.4 0.1 1.279
O -1.021 -0.045 -2.334 0.4 0.7 0.0 -0.640
C -2.584 1.418 -0.893 0.2 0.6 -0.1 -0.180
C -3.222 0.370 -0.219 -0.1 0.0 0.0 -0.252
C -4.516 0.576 0.278 0.5 0.2 -0.2 -0.402
C -5.147 1.811 0.101 0.3 0.1 -0.1 -0.417
C -4.480 2.855 -0.541 0.3 -0.1 -0.1 -0.554
C -3.186 2.665 -1.037 -0.1 -0.2 0.1 -0.259
C 0.143 1.038 -0.181 -0.8 0.9 0.5 -0.284
F 0.074 -0.266 0.144 -0.1 -1.0 0.3 -0.074
C 1.573 1.425 -0.297 0.1 -0.8 0.2 0.743
C 2.261 1.729 0.879 -0.1 0.4 -0.3 -0.667
C 3.638 1.911 0.839 -0.2 -0.2 -0.2 -0.813
C 4.294 1.678 -0.368 0.2 0.0 -0.5 0.372
C 5.785 1.848 -0.452 0.8 0.2 0.0 0.877
F 6.368 0.943 -1.298 -0.5 0.8 0.7 -0.261
F 6.392 1.701 0.763 -0.4 0.2 -0.9 -0.270
F 6.110 3.100 -0.916 -0.1 -1.1 0.4 -0.246
C 3.620 1.295 -1.535 -0.4 0.0 0.6 -1.024
C 2.241 1.116 -1.464 0.6 0.2 -0.5 -0.335
H -2.718 -0.589 -0.083 -0.1 0.3 -0.2 0.333
H -5.021 -0.230 0.802 0.1 0.1 -0.1 0.390
H -6.152 1.970 0.483 0.1 -0.1 -0.1 0.376
H -4.940 3.830 -0.669 -0.1 -0.2 0.1 0.374
H -2.625 3.452 -1.543 -0.3 -0.1 0.1 0.432
H -0.368 1.608 0.615 0.2 0.0 -0.3 0.525
H 1.702 1.783 1.813 0.2 0.2 -0.2 0.393
H 4.188 2.215 1.727 -0.1 -0.2 -0.2 0.406
H 4.126 1.122 -2.477 0.2 -0.1 0.3 0.383
H 1.700 0.689 -2.309 0.1 0.4 0.1 0.425
C -0.765 -5.409 1.536 -0.1 0.4 0.1 -0.114
C 0.469 -4.936 1.093 0.4 0.4 -0.3 -0.679
C 0.603 -3.565 0.813 -0.2 -1.1 0.4 0.040
N -0.407 -2.752 1.024 -0.2 1.6 -0.7 -0.254
C -1.612 -3.160 1.380 0.4 -1.2 0.3 0.043
C -1.831 -4.514 1.679 0.1 0.6 -0.2 -0.769
H -0.899 -6.458 1.775 0.0 0.1 0.0 0.381
H 1.343 -5.573 0.957 -0.4 -0.1 0.1 0.331
H 1.536 -3.125 0.420 -0.5 -0.3 0.4 0.370
H -2.404 -2.399 1.430 0.3 -0.4 0.2 0.335
H -2.816 -4.806 2.014 0.0 -0.3 0.0 0.344